Molecular formula: C20H60AsF6N12O8
Method: DFT, ωB97M-V with the def2-TZVPD basis set

```
! wB97M-V def2-TZVPD RIJCOSX def2/J DEFGRID3
* xyz 0 2
H 2.25425 -3.36425 2.36863
H 1.09848 -2.19970 1.87496
C 4.74671 -0.10132 0.17895
F -0.73743 1.13373 0.29393
H 3.36701 -2.03354 -6.68947
F 1.16274 -0.44579 0.92365
H 0.23952 4.75483 -1.60698
As 0.21939 -0.13815 -0.59010
H -3.84937 -4.80128 5.59057
C -2.11427 6.84788 1.05784
H 2.58068 1.76018 2.27332
C 0.11120 -0.58772 -6.64191
C -0.21398 -4.55804 -2.52005
N -3.10330 -0.25403 -3.57805
N -3.37261 -1.64131 -1.80795
H -0.99752 -4.68385 0.71737
H -5.14539 -4.20691 5.17002
N -4.28882 -3.89198 5.60271
C -1.62375 5.75412 0.11992
C -2.49276 -2.33281 4.84918
H 0.97427 -1.26772 -4.14266
H 4.69906 1.17541 -1.37037
C -4.93612 -1.94888 4.32209
N -1.05070 -3.57846 -2.62442
O 1.00132 -4.50759 -2.44317
C 2.45150 -1.67699 -7.16151
N 1.67759 -1.17732 -4.86188
H 3.16175 0.75891 -0.75804
C 2.76703 2.10265 3.29121
C 0.34887 4.64768 -0.52778
H 1.97846 -0.21318 -4.85896
N -1.77575 8.14823 0.55881
H 3.06030 -3.70022 -9.50333
H 1.38480 4.69477 -0.19203
H 2.67127 -0.67190 -7.52151
H -4.30835 6.22677 1.69316
H 2.13643 2.45436 5.98945
H 0.12336 -1.90399 4.03419
H -2.08540 4.80522 0.39300
H 4.31150 0.10056 4.02065
C -3.86679 -1.11568 -2.95775
H 4.10806 -3.32781 -8.15439
H -1.06654 8.07344 -0.15640
H 3.71527 -2.07353 -9.43278
H 0.62164 4.68808 3.18830
H 3.81084 1.95148 5.71011
H 1.15269 3.65823 1.81681
H -0.38178 -6.57659 -2.63811
H -3.90292 -3.69479 3.65732
N 3.99278 -0.45603 1.14439
C 1.42372 4.06638 2.79048
H -3.93524 7.94423 1.67828
H -0.74459 -0.42467 4.42409
O 1.25180 -5.26202 1.39387
H -2.76764 -1.50498 5.50281
O 2.13842 -2.48873 -8.19813
H -0.80638 -2.99477 0.80698
N 3.32830 -0.11080 4.11424
H -0.47853 -0.92183 -7.49554
F 1.33941 -1.38643 -1.36940
H 0.87851 -2.55840 -5.99497
H -1.88448 -5.65856 -2.34550
C 2.44290 1.00951 4.25393
H -1.31094 8.72933 1.24173
H 2.61892 0.77870 6.30064
H 3.70590 2.63626 3.43911
F -0.74885 -0.09269 -2.11074
H -1.87889 6.05632 -0.89579
H 2.28744 4.72485 2.69820
H -0.66055 -0.49832 -5.87738
H 1.40278 0.73503 4.07809
H -5.39862 -1.52251 5.21225
C -3.89504 -3.06580 4.54748
O -0.24268 5.73337 0.20262
C -0.67453 -1.23922 3.70318
F 1.31125 1.16967 -1.21218
H -0.01009 3.66173 -0.23257
H -0.58748 -2.70655 -2.41162
H -1.88159 -2.94314 5.51407
H -1.78591 6.65631 2.07940
N 4.16478 0.71257 -0.64898
H -2.05646 -3.64004 -2.69340
N -0.88526 -5.71518 -2.48130
H -0.28705 -0.86531 2.75548
C 1.25056 -1.55004 -6.17631
H -3.26280 0.17989 -4.47604
H -5.71262 -2.49299 3.78443
C 0.76745 -4.12621 1.44717
H 3.00212 -0.26290 1.18179
H -2.23819 0.02123 -3.13541
O 1.76336 3.04951 3.73263
H -4.60345 -1.08095 3.75276
C -3.68728 6.98706 1.21953
O -1.95583 -1.83474 3.57768
N -0.46839 -3.90542 1.08368
H -4.00291 -2.09670 -1.16341
F -0.86991 -1.37982 -0.18155
H -2.50635 -1.24593 -1.47120
C 2.76936 1.63647 5.64515
N 1.34462 -3.17434 1.97288
O -5.02321 -1.30103 -3.28689
H 0.55926 0.39355 -6.79829
C 3.35865 -2.90314 -8.82233
H 3.29325 -0.73610 4.90662
H -3.99605 7.19225 0.19452
O 5.89159 -0.29223 0.07982
H 4.33820 -0.69694 2.06240
*
```

Calculated values
HOMO level (spin up / spin down): -8.6 / -8.6 eV
max |F|: 7.120 eV/A
E: -133116.0459 eV
gap between HOMO and LUMO (spin up / spin down): 0.28952 / 0.09073 Eh



Molecular formula: CH3ClINO
Method: DFT, ωB97M-V with the def2-TZVPD basis set

```
! wB97M-V def2-TZVPD RIJCOSX def2/J DEFGRID3
* xyz 0 3
H 0.98160 -1.27865 1.20371
H 0.77991 -0.22824 -0.27799
H 2.40207 2.93232 -0.82090
O -0.85147 -1.17177 0.42818
N -1.57691 -0.64864 -0.50244
Cl 1.42434 2.46102 -0.16466
C 0.40003 -0.96804 0.39673
I -3.55956 -1.09799 -0.26263
*
```

Calculated values
energy above the lowest of the compared OMol25 structures with the same formula, charge and spin: 0.0 kJ/mol
HOMO level (spin up / spin down): -7.1 / -9.9 eV
max |F|: 6.991 eV/A
E: -25240.3330 eV
gap between HOMO and LUMO (spin up / spin down): 0.25062 / 0.32271 Eh



Molecular formula: C25H21IrN5O6S
Method: DFT, ωB97M-V with the def2-TZVPD basis set

```
! wB97M-V def2-TZVPD RIJCOSX def2/J DEFGRID3
* xyz -1 1
O -4.07156 -0.88073 1.04880
H 4.01829 0.89464 -4.52597
C -0.82680 2.54549 1.07694
C -1.94551 -4.04364 -1.81093
N 0.55280 1.28084 2.39733
C -1.80058 -2.85661 -1.06971
H 2.92206 -0.49954 -4.59883
Ir -0.26249 -0.11962 0.00641
C -4.07136 -3.16840 -0.32991
C 3.49690 -1.76477 4.67749
C -1.96867 1.98333 -1.15769
H -3.17923 -5.68300 -2.39760
H 4.33531 1.49470 -1.82047
H 1.95116 -2.06350 1.95066
H -4.89503 -2.79477 0.26198
C -3.05256 4.60184 -1.07115
C -2.96909 -1.20825 0.63260
C -1.66528 2.85290 -0.07286
H -1.99437 4.78742 0.76761
C 2.99946 0.56158 -4.33859
C -2.82329 2.47614 -2.16797
O -1.89365 -0.61752 1.06038
C 2.88887 0.31219 5.72768
C -4.20005 -4.33068 -1.06243
C -3.11356 -4.77273 -1.81212
O 0.89884 -0.83081 1.51858
H -0.55090 0.50946 -2.67826
H 4.25733 -1.12164 6.56409
H 1.50185 1.52000 4.61813
C 2.06847 0.59974 4.65389
O 2.60762 -2.39272 2.60788
C -3.35030 3.74487 -2.13209
N 1.43313 0.49311 -1.09109
H 4.21139 -0.27761 -1.97482
C 1.44269 0.62044 -2.42567
O -1.52734 0.75416 -1.32787
C 2.66232 -1.48042 3.59370
N 2.68092 0.81278 -2.95449
H 2.34777 1.13916 -4.99547
H -1.09777 -4.37776 -2.39774
H -5.12917 -4.88702 -1.04791
H 4.04545 -2.69770 4.66140
S -0.23987 -2.08108 -1.26171
H -0.73873 3.29836 1.85678
H -3.46791 5.59977 -1.02713
N 0.35574 0.59756 -3.16663
N -0.18931 1.45307 1.24478
C 3.60737 -0.88048 5.73115
H 0.41525 0.62560 -4.16605
H -4.00849 4.07192 -2.92859
C 3.64471 0.65449 -1.88979
C -2.89132 -2.41422 -0.30051
C -2.22802 4.14035 -0.07099
H -3.06897 1.79291 -2.97193
C 1.93812 -0.27693 3.57708
H 2.97044 1.00647 6.55378
C 2.74798 0.58746 -0.65445
C 1.06880 0.08281 2.43327
O 3.15012 0.62661 0.47704
*
```

Calculated values
energy above the lowest of the compared OMol25 structures with the same formula, charge and spin: 8.2 kJ/mol
HOMO level: -4.1 eV
max |F|: 0.148 eV/A
E: -59681.4953 eV
gap between HOMO and LUMO: 0.22926 Eh



> Which value of max |F| does entry 3 give?

0.148 eV/A



> Look up the max |F| of the third one.

0.148 eV/A



> What is the E in the second record?

-25240.3330 eV



> E of number 1 (C20H60AsF6N12O8)?

-133116.0459 eV